No. 1
Here is a gas-phase ion, C4H9O4Si (charge -1) in a non-equilibrium geometry from the Open Molecules 2025 dataset. Energies are from ωB97M-V/def2-TZVPD.

Structure (XYZ):
```
18
Properties=species:S:1:pos:R:3:lowdin_charge:R:1
C -1.11 1.69 -1.48 -0.177
O 0.01 1.20 -0.77 -0.250
Si 0.23 -0.35 -0.14 0.509
C 0.25 -1.74 -1.42 -0.183
O 1.78 -0.31 0.50 -0.258
C 1.80 0.35 1.76 -0.189
C -1.17 -0.57 1.48 -0.729
O -0.75 -1.11 2.52 -0.122
O -2.22 0.01 1.23 -0.100
H -1.20 2.73 -1.45 0.046
H -2.10 1.26 -1.06 0.099
H -1.16 1.43 -2.54 0.060
H 0.31 -2.71 -0.94 0.005
H -0.90 -1.82 -1.77 0.069
H 0.91 -1.73 -2.31 0.016
H 1.06 -0.09 2.50 0.067
H 1.55 1.39 1.51 0.073
H 2.71 0.37 2.37 0.065
```

## Properties
total energy = -748.3752 Eh
HOMO level = -3.2555 eV
total charge = -1
ΔE to the lowest compared entry with this formula, charge and spin = 0.0 kJ/mol
strongest force on any atom = 0.06470 hartree/bohr

=====

No. 2
Here is 2 unconnected molecules or ions with the total composition C4H9O9PS from the Open Molecules 2025 dataset. Energies are from ωB97M-V/def2-TZVPD.

Structure (XYZ):
```
24
Properties=species:S:1:pos:R:3:lowdin_charge:R:1
O -1.26 1.07 -3.94 -0.400
S -0.24 2.07 -4.20 0.904
O -0.77 3.47 -3.63 -0.248
O 0.91 1.85 -3.04 -0.387
C 1.34 0.50 -2.80 -0.266
P 0.96 -0.08 -1.13 0.402
O 1.32 -1.48 -0.94 -0.246
O -0.56 0.25 -0.82 -0.106
O 1.72 0.96 -0.17 -0.113
H -1.38 3.28 -2.89 0.078
H 2.43 0.50 -2.88 0.111
H 0.93 -0.20 -3.53 0.102
H -0.76 1.19 -0.81 0.088
H 2.62 0.66 0.01 0.099
C -1.68 -1.64 2.94 -0.110
C -0.62 -0.71 2.37 -0.121
O 0.40 -0.78 3.38 0.060
C 0.26 -1.94 4.06 -0.572
O 1.05 -2.36 4.84 0.168
O -0.90 -2.54 3.72 0.060
H -2.22 -2.19 2.18 0.133
H -2.38 -1.12 3.59 0.131
H -0.21 -1.08 1.43 0.104
H -0.95 0.32 2.26 0.130
```

## Properties
total energy = -1574.6102 Eh
HOMO level = -10.8779 eV
ΔE to the lowest compared entry with this formula, charge and spin = 0.0 kJ/mol
strongest force on any atom = 0.00702 hartree/bohr

=====

No. 3
Here is a single C4H9OP molecule in a non-equilibrium geometry from the Open Molecules 2025 dataset. Energies are from ωB97M-V/def2-TZVPD.

Structure (XYZ):
```
15
Properties=species:S:1:pos:R:3:lowdin_charge:R:1
C -1.39 -0.44 1.02 -0.068
C -1.53 0.53 -0.11 -0.509
O -2.69 0.90 -0.54 0.002
C -0.20 0.67 -0.82 -0.537
C 0.66 -0.67 -0.90 -0.101
P 0.61 2.04 0.22 0.858
H -0.45 -0.46 1.55 0.060
H -1.54 -1.42 0.64 0.073
H -2.20 -0.28 1.70 0.086
H -0.43 1.10 -1.87 0.131
H 1.24 -0.72 -1.83 0.072
H 1.34 -0.80 -0.17 0.012
H -0.08 -1.59 -0.77 0.113
H 0.69 1.31 1.48 -0.085
H -0.62 2.44 0.70 -0.109
```

## Properties
total energy = -574.3357 Eh
HOMO level = -9.4400 eV
ΔE to the lowest compared entry with this formula, charge and spin = 112.3 kJ/mol
strongest force on any atom = 0.10209 hartree/bohr

=====

No. 4
Here is 2 unconnected molecules or ions with the total composition C4H9OP in a non-equilibrium geometry from the Open Molecules 2025 dataset. Energies are from ωB97M-V/def2-TZVPD.

Structure (XYZ):
```
15
Properties=species:S:1:pos:R:3:lowdin_charge:R:1
C 2.08 -0.33 0.52 -0.107
C 1.13 -0.91 1.20 -0.008
C -0.42 0.43 -2.01 -0.084
C -0.87 -0.01 0.21 -0.502
O -0.24 0.88 -0.65 -0.291
P -1.80 0.79 1.54 0.824
H 3.12 -0.33 0.61 0.015
H 1.75 0.24 -0.49 0.087
H 0.93 -1.58 2.00 0.016
H 0.56 0.24 -2.43 0.076
H -0.94 1.33 -2.54 0.123
H -1.04 -0.47 -2.09 0.084
H -1.19 -0.83 -0.26 0.007
H -0.84 1.00 2.51 -0.122
H -2.24 -0.45 1.88 -0.119
```

## Properties
total energy = -574.1825 Eh
HOMO level (spin up / spin down) = -7.6094 / -7.6069 eV
ΔE to the lowest compared entry with this formula, charge and spin = 514.6 kJ/mol
strongest force on any atom = 0.12516 hartree/bohr

=====

No. 5
Here is a single C4H9OPS molecule in a non-equilibrium geometry from the Open Molecules 2025 dataset. Energies are from ωB97M-V/def2-TZVPD.

Structure (XYZ):
```
16
Properties=species:S:1:pos:R:3:lowdin_charge:R:1
C 0.14 1.05 0.70 -0.281
C 0.04 -0.40 1.09 -0.292
C 1.04 1.35 -0.52 -0.306
C -0.70 -1.26 0.06 -0.633
O 1.64 1.13 -3.21 -0.415
P 0.68 1.45 -2.13 0.764
S -0.89 -2.98 0.45 0.721
H -0.74 1.47 0.36 0.061
H 0.44 1.72 1.52 0.116
H 1.03 -0.83 1.56 0.147
H -0.59 -0.42 2.03 0.113
H -1.64 -2.94 1.55 -0.150
H 2.09 1.31 -0.42 0.040
H -1.68 -0.80 0.02 0.076
H -0.17 -1.21 -0.86 0.043
H -0.68 1.36 -2.21 -0.006
```

## Properties
total energy = -972.5172 Eh
HOMO level = -9.0082 eV
ΔE to the lowest compared entry with this formula, charge and spin = 280.9 kJ/mol
strongest force on any atom = 0.06121 hartree/bohr

=====

No. 6
Here is 2 unconnected molecules or ions with the total composition C4H9OS from the Open Molecules 2025 dataset. Energies are from ωB97M-V/def2-TZVPD.

Structure (XYZ):
```
15
Properties=species:S:1:pos:R:3:lowdin_charge:R:1
C 0.22 2.31 0.83 -0.620
S 1.15 0.78 0.60 0.360
H 0.86 3.19 0.88 -0.013
H -0.54 2.47 0.06 -0.001
H -0.33 2.26 1.78 -0.005
O -1.73 0.16 -0.32 -0.120
C -0.64 -0.07 -0.86 -0.567
C -0.15 -1.51 -1.08 -0.284
C -0.06 -2.34 0.20 -0.151
H -0.24 0.66 -1.58 0.069
H 0.86 -1.42 -1.49 0.085
H -0.81 -1.94 -1.84 0.096
H 0.86 -2.09 0.72 0.033
H -0.06 -3.42 0.01 0.053
H -0.88 -2.09 0.87 0.065
```

## Properties
total energy = -631.2453 Eh
HOMO level = -2.8485 eV
total charge = -1
ΔE to the lowest compared entry with this formula, charge and spin = 30.9 kJ/mol
strongest force on any atom = 0.01633 hartree/bohr

=====

No. 7
Here is a gas-phase ion, C4H9OS2 (charge -1) in a non-equilibrium geometry from the Open Molecules 2025 dataset. Energies are from ωB97M-V/def2-TZVPD.

Structure (XYZ):
```
16
Properties=species:S:1:pos:R:3:lowdin_charge:R:1
C 0.41 1.59 -0.11 -0.084
C 0.28 -0.33 1.55 -0.128
C 0.65 -0.82 -0.95 -0.181
C -0.01 0.08 0.14 -0.692
O -2.23 -1.67 0.15 -0.651
S -2.14 0.28 -2.03 -0.075
S -1.96 -0.24 -0.03 0.361
H -0.25 2.10 -0.81 0.040
H 0.31 1.99 0.81 0.008
H 1.48 1.52 -0.41 0.088
H -0.52 -0.92 1.95 0.050
H 0.26 0.48 2.17 0.026
H 1.19 -0.91 1.61 0.078
H 0.19 -1.80 -1.16 0.063
H 0.52 -0.37 -1.94 0.012
H 1.79 -0.97 -0.95 0.085
```

## Properties
total energy = -1029.4338 Eh
HOMO level = -3.0556 eV
total charge = -1
ΔE to the lowest compared entry with this formula, charge and spin = 33.0 kJ/mol
strongest force on any atom = 0.07178 hartree/bohr

=====

No. 8
Here is 2 unconnected molecules or ions with the total composition C4H9S in a non-equilibrium geometry from the Open Molecules 2025 dataset. Energies are from ωB97M-V/def2-TZVPD.

Structure (XYZ):
```
14
Properties=species:S:1:pos:R:3:lowdin_charge:R:1
C -2.50 0.18 1.96 -0.788
S -0.99 -0.80 2.11 0.036
H -2.34 1.22 2.28 -0.026
H -2.75 0.34 0.86 -0.015
H -3.46 -0.23 2.36 -0.017
C 0.76 0.55 -0.30 -0.191
C 1.01 -0.59 -1.24 -0.236
C 2.13 -0.64 -1.98 -0.059
H -0.18 1.09 -0.22 0.052
H 1.21 0.33 0.68 0.037
H 1.48 1.35 -0.60 0.057
H 0.51 -1.55 -1.20 0.081
H 2.30 -1.45 -2.68 0.028
H 2.83 0.20 -2.02 0.042
```

## Properties
total energy = -555.9589 Eh
HOMO level = -2.0506 eV
total charge = -1
ΔE to the lowest compared entry with this formula, charge and spin = 119.5 kJ/mol
strongest force on any atom = 0.05058 hartree/bohr

=====

No. 9
Here is a molecular structure, C4HBaLiO5 in a non-equilibrium geometry from the Open Molecules 2025 dataset. Energies are from ωB97M-V/def2-TZVPD.

Structure (XYZ):
```
12
Properties=species:S:1:pos:R:3:lowdin_charge:R:1
O -1.49 -0.28 2.03 -0.199
O -0.63 0.42 0.03 -0.133
O -1.40 -1.63 0.32 -0.200
C 0.88 2.10 -0.27 -0.329
C -0.25 1.69 0.51 -0.011
C -1.24 -0.47 0.81 -0.839
H 1.22 3.14 -0.11 0.102
Ba -2.65 -2.67 2.62 1.968
O 1.45 -1.66 -1.66 -0.031
C 2.49 -2.04 -1.36 0.103
O 1.43 1.41 -1.18 -0.172
Li 0.18 -0.02 -1.74 0.740
```

## Properties
total energy = -562.0020 Eh
HOMO level (spin up / spin down) = -9.7691 / -9.7049 eV
total charge = +1
ΔE to the lowest compared entry with this formula, charge and spin = 28.4 kJ/mol
<S²> = 0.7570
multiplicity = 2
strongest force on any atom = 0.05386 hartree/bohr

=====

No. 10
Here is a molecular structure, C4HBiLiO2 in a non-equilibrium geometry from the Open Molecules 2025 dataset. Energies are from ωB97M-V/def2-TZVPD.

Structure (XYZ):
```
9
Properties=species:S:1:pos:R:3:lowdin_charge:R:1
O 3.53 0.33 0.12 -0.078
C 2.29 0.26 -0.13 -0.608
C 1.20 -0.35 0.41 -0.481
C 0.04 -1.03 0.46 -0.228
Li -1.21 -1.95 -0.82 0.670
C -1.84 0.07 0.22 -0.259
O -1.53 1.24 -0.24 -0.553
Bi 0.38 1.39 -0.74 1.492
H -2.85 0.05 0.71 0.044
```

## Properties
total energy = -525.2999 Eh
HOMO level (spin up / spin down) = -6.7222 / -6.6171 eV
<S²> = 0.8747
multiplicity = 2
strongest force on any atom = 0.12848 hartree/bohr

=====

No. 11
Here is 2 unconnected molecules or ions with the total composition C4HCl2O2 in a non-equilibrium geometry from the Open Molecules 2025 dataset. Energies are from ωB97M-V/def2-TZVPD.

Structure (XYZ):
```
9
Properties=species:S:1:pos:R:3:lowdin_charge:R:1
C -0.71 -1.40 1.13 -0.637
C 1.87 0.09 -0.61 -0.311
C -1.92 -1.22 0.46 -0.970
C 0.73 -0.15 0.00 -0.067
O 2.86 0.22 -1.29 0.018
O -3.05 -1.32 0.94 -0.091
Cl -0.49 -1.52 2.80 0.564
Cl -1.63 -1.11 -1.35 0.503
H 0.13 0.66 0.12 -0.008
```

## Properties
total energy = -1223.7884 Eh
HOMO level (spin up / spin down) = -4.0088 / -4.0089 eV
total charge = -1
strongest force on any atom = 0.05894 hartree/bohr

=====

No. 12
Here is a single C4HClF2O molecule in a non-equilibrium geometry from the Open Molecules 2025 dataset. Energies are from ωB97M-V/def2-TZVPD.

Structure (XYZ):
```
9
Properties=species:S:1:pos:R:3:lowdin_charge:R:1
O 0.00 -2.15 3.26 0.197
C -0.17 -1.54 2.27 -0.203
C -0.48 -0.72 1.30 -0.588
Cl -2.27 -0.47 1.12 0.637
C 0.26 -0.09 0.22 -0.063
C 1.56 -0.25 0.00 -0.358
F 2.22 0.12 -1.06 0.156
F 2.43 -0.94 0.80 0.106
H -0.44 0.49 -0.42 0.117
```

## Properties
total energy = -888.1124 Eh
HOMO level = -8.7667 eV
ΔE to the lowest compared entry with this formula, charge and spin = 0.0 kJ/mol
strongest force on any atom = 0.04079 hartree/bohr